[1]
{
  "formula": "C18H39I3NO5",
  "method": "ωB97M-V with the def2-TZVPD basis set",
  "elements": ["I", "I", "I", "O", "O", "O", "O", "O", "N", "C", "C", "C", "C", "C", "C", "C", "C", "C", "C", "C", "C", "C", "C", "C", "C", "C", "C", "H", "H", "H", "H", "H", "H", "H", "H", "H", "H", "H", "H", "H", "H", "H", "H", "H", "H", "H", "H", "H", "H", "H", "H", "H", "H", "H", "H", "H", "H", "H", "H", "H", "H", "H", "H", "H", "H", "H"],
  "xyz": [[-5.408854, -2.992060, -0.830688], [-7.359665, -0.044348, -2.815718], [-4.537423, 2.093379, -2.487301], [-1.786043, -1.535105, -4.054766], [3.469056, 3.129560, 4.139697], [4.940807, 4.624210, 6.198518], [4.295351, -0.404569, 0.811296], [1.454113, -0.861940, 0.273477], [-1.700616, -1.011490, -0.325182], [1.358144, 0.555865, 0.214232], [2.323946, 3.192197, 4.968033], [4.031024, -0.190698, 2.189029], [-2.219309, -3.787195, -4.899910], [2.529016, -1.375689, -0.519548], [-5.461684, -0.636522, -3.610127], [-3.518681, -2.188928, -1.467445], [5.299782, 4.580421, 4.831150], [-2.910135, -3.128586, -2.569620], [-2.695910, -2.639444, -4.001304], [4.095007, 4.387975, 3.935639], [-2.614912, -2.226066, -0.221200], [-3.625934, -0.648612, -1.700677], [-4.232131, 0.005749, -2.960632], [-5.484450, -0.400220, -5.116883], [3.779729, -1.613148, 0.299788], [-2.225267, -0.102293, -1.412276], [5.184407, 3.419011, 6.898273], [-6.188614, -1.074368, -5.601923], [-3.460681, 0.100250, -3.722252], [-1.536315, -0.095833, -2.249703], [-1.683255, -0.532668, 0.573821], [6.256898, 3.266615, 7.058673], [2.063951, 2.169463, 5.238504], [2.328224, 1.032216, 0.350901], [3.378501, 5.198595, 4.105549], [4.654822, -0.837602, 2.812839], [2.752012, -0.679278, -1.334132], [-1.940941, -3.510734, -2.224307], [0.941884, 0.871250, -0.751413], [1.478342, 3.646594, 4.438529], [-5.455867, -1.701827, -3.389858], [-3.553403, -4.004536, -2.635788], [-3.630989, -2.247635, -4.394525], [6.028448, 3.782598, 4.649856], [4.417389, 4.433615, 2.891385], [4.535478, -2.059074, -0.353501], [-2.774741, -3.816614, -5.835730], [-0.910842, -1.860691, -3.798451], [2.197223, -2.321832, -0.955884], [4.267421, 0.848558, 2.408176], [-2.327430, -4.761408, -4.422074], [-1.166164, -3.654709, -5.150493], [0.693985, 0.869438, 1.020500], [-5.782344, 0.621779, -5.351991], [3.571040, -2.322502, 1.107646], [2.980018, -0.373323, 2.430657], [4.694841, 3.505795, 7.866443], [4.780212, 2.553839, 6.365706], [-4.230570, -0.293425, -0.855884], [-0.726643, -1.291065, -0.488314], [-3.124875, -2.181619, 0.736506], [2.515647, 3.763917, 5.878498], [5.773432, 5.533341, 4.577952], [-1.984626, -3.111923, -0.214603], [-2.317709, 0.898432, -0.997499], [-4.493124, -0.565082, -5.549670]],
  "forces_ev_per_angstrom": [[-0.11, -0.06, 0.03], [-0.17, -0.20, 0.15], [0.18, 0.15, -0.11], [0.10, -0.04, 0.27], [0.02, -0.06, -0.04], [-0.09, -0.01, -0.02], [-0.09, 0.06, -0.05], [-0.34, -0.08, -0.23], [0.21, -0.23, 0.10], [-0.06, 0.02, 0.02], [0.00, 0.00, 0.03], [0.04, 0.03, 0.06], [-0.04, -0.07, 0.01], [0.05, -0.04, -0.01], [0.05, 0.06, -0.09], [0.41, 0.09, -0.30], [0.06, 0.00, 0.02], [-0.12, 0.07, -0.04], [-0.03, 0.02, 0.03], [-0.03, 0.02, -0.02], [0.33, -0.19, -0.02], [-0.35, 0.16, 0.14], [0.19, 0.05, 0.09], [0.01, 0.05, -0.02], [0.05, -0.02, 0.03], [-0.26, 0.28, 0.39], [0.02, 0.00, 0.01], [-0.04, 0.04, 0.03], [0.00, -0.27, -0.01], [-0.13, -0.16, -0.06], [0.02, 0.06, -0.07], [0.00, 0.00, -0.02], [-0.01, 0.00, -0.01], [-0.01, -0.01, 0.02], [0.00, 0.00, -0.01], [-0.01, -0.02, -0.01], [-0.02, -0.01, -0.01], [0.00, 0.05, 0.03], [0.03, 0.07, 0.01], [0.01, 0.02, 0.00], [0.08, -0.03, -0.07], [0.09, -0.06, 0.00], [0.03, 0.06, -0.01], [-0.01, 0.00, 0.00], [0.00, 0.00, 0.00], [0.00, -0.02, 0.01], [0.05, 0.04, -0.01], [-0.11, 0.00, -0.29], [0.00, -0.01, 0.02], [0.01, -0.01, 0.03], [-0.03, 0.02, 0.01], [0.00, -0.01, 0.02], [0.01, 0.04, 0.00], [0.05, 0.01, 0.02], [-0.01, 0.00, -0.01], [0.00, 0.01, 0.00], [0.02, 0.00, 0.01], [-0.01, 0.00, 0.01], [-0.09, -0.15, -0.04], [0.07, 0.12, 0.06], [-0.19, 0.21, -0.13], [0.00, -0.02, 0.01], [0.01, 0.00, 0.00], [-0.06, -0.03, 0.09], [0.23, 0.04, -0.09], [-0.02, -0.04, 0.02]],
  "multiplicity": 1,
  "largest_force_ev_per_a": 0.55,
  "energy_ev": -55319.21656,
  "total_charge": 1
}

***

[2]
{
  "formula": "C18H40BN3O5Si",
  "method": "ωB97M-V with the def2-TZVPD basis set",
  "elements": ["Si", "O", "O", "O", "O", "O", "N", "N", "N", "C", "C", "C", "C", "C", "C", "C", "C", "C", "C", "C", "C", "C", "C", "C", "C", "C", "C", "B", "H", "H", "H", "H", "H", "H", "H", "H", "H", "H", "H", "H", "H", "H", "H", "H", "H", "H", "H", "H", "H", "H", "H", "H", "H", "H", "H", "H", "H", "H", "H", "H", "H", "H", "H", "H", "H", "H", "H", "H"],
  "xyz": [[1.181911, 3.197169, 6.204350], [1.539414, 1.442121, 0.019683], [3.353416, 2.449373, 4.286293], [-1.549129, -1.708776, -1.583518], [4.131588, -1.385377, -2.440830], [-4.197697, -0.875859, -5.216378], [-1.721605, -2.417380, -4.630384], [1.727417, 0.643795, 4.637842], [2.935507, -1.151072, 0.441963], [-3.041977, -2.977944, -4.877476], [-2.722531, 1.806835, 5.846559], [-3.837853, -2.108988, -5.826008], [-3.549197, 0.257726, -5.754515], [0.278728, 0.865484, -0.256941], [-1.247872, 3.961523, 4.890741], [4.035336, -1.972657, -0.046556], [-3.308201, 2.727222, 4.986391], [4.850609, -1.451622, -1.224435], [-2.576143, 3.807557, 4.513334], [3.376886, -0.206267, -2.645367], [3.332174, 0.138037, 0.992042], [-2.676445, -0.912779, -1.894060], [-1.536979, -3.006935, -2.147399], [2.127833, 1.016530, 1.243173], [-0.972017, -3.067569, -3.561608], [-0.637812, 3.037376, 5.744850], [-1.392585, 1.961022, 6.219769], [2.226462, 2.007347, 4.920652], [0.905614, 0.779533, 4.045516], [-4.019704, 1.136640, -5.317274], [-2.480103, 0.277865, -5.515117], [-0.875297, -3.599502, -1.510388], [4.073397, 1.806500, 4.287449], [-2.927129, -3.971891, -5.320566], [5.323003, -0.485272, -1.008331], [3.325102, -0.034149, -3.720670], [3.853731, -0.028021, 1.939623], [-2.532327, -3.461645, -2.072419], [1.317828, 0.276762, 5.496871], [0.020961, -2.611409, -3.538401], [5.661535, -2.163675, -1.399210], [-2.835421, -0.230790, -1.057905], [-0.829863, -4.119459, -3.830187], [3.614856, -2.937032, -0.342947], [-0.679062, 4.807441, 4.516144], [-1.820287, -1.435334, -4.407162], [-0.129626, 1.379618, -1.126356], [-2.517476, -0.306702, -2.790955], [0.350994, -0.200198, -0.492420], [1.596926, 4.619425, 6.177114], [-3.282059, 0.960915, 6.226907], [4.008101, 0.693114, 0.325918], [1.332830, 2.688879, 7.592984], [-4.765395, -2.629243, -6.080438], [-3.665571, 0.303476, -6.841632], [-3.634067, -3.088220, -3.957970], [1.399236, 0.495783, 1.869607], [-4.341635, 2.595382, 4.686114], [2.353074, -0.303428, -2.272220], [-3.282078, -1.936300, -6.752447], [-3.576321, -1.519022, -2.026853], [2.454192, 1.914131, 1.774380], [4.717370, -2.167615, 0.788039], [-0.413218, 0.996734, 0.582190], [-0.941541, 1.231000, 6.884773], [3.846382, 0.661288, -2.173658], [2.283293, -0.999009, -0.316534], [-3.019487, 4.527535, 3.836264]],
  "forces_ev_per_angstrom": [[-0.08, 0.11, -0.21], [-0.08, -0.05, 0.00], [0.25, 0.39, 0.75], [-0.03, 0.04, -0.04], [-0.04, 0.04, 0.02], [0.11, 0.05, -0.01], [-0.11, 0.03, 0.09], [0.01, 0.36, 0.58], [0.06, 0.10, -0.08], [0.09, 0.10, 0.08], [0.21, 0.00, -0.01], [-0.15, -0.13, -0.03], [-0.07, 0.00, 0.02], [0.05, 0.00, -0.06], [-0.03, -0.17, 0.09], [-0.13, -0.08, 0.04], [-0.17, -0.07, 0.02], [0.17, -0.09, 0.02], [0.17, -0.01, -0.05], [0.00, -0.07, -0.11], [-0.05, -0.12, -0.13], [0.08, 0.08, 0.11], [0.09, -0.18, 0.09], [0.10, 0.22, 0.02], [0.09, 0.09, -0.11], [0.15, 0.15, 0.15], [-0.10, 0.12, -0.17], [0.00, -0.24, -0.15], [0.14, -0.25, -0.22], [0.00, -0.01, 0.02], [0.02, -0.01, -0.06], [-0.01, 0.02, 0.02], [-0.28, -0.25, -0.63], [0.01, -0.01, 0.02], [-0.10, 0.04, 0.01], [0.02, -0.01, 0.00], [0.00, -0.02, 0.01], [-0.04, 0.07, -0.07], [-0.06, -0.14, -0.11], [0.02, -0.04, 0.01], [0.00, 0.01, -0.02], [0.00, -0.02, 0.01], [-0.03, -0.01, 0.01], [0.03, -0.02, 0.01], [-0.05, -0.04, 0.02], [0.02, 0.00, -0.02], [0.02, 0.02, 0.00], [-0.07, -0.05, -0.05], [-0.10, -0.02, 0.06], [-0.05, 0.01, 0.01], [-0.08, 0.06, -0.06], [0.04, 0.05, 0.08], [0.05, -0.05, -0.02], [0.00, 0.02, -0.02], [0.02, 0.01, -0.01], [-0.06, -0.07, -0.04], [-0.02, -0.09, -0.08], [0.05, 0.05, 0.01], [0.01, 0.06, 0.05], [0.06, 0.02, 0.03], [0.00, 0.00, -0.04], [-0.02, -0.01, 0.02], [0.02, 0.03, 0.00], [-0.01, -0.02, 0.01], [-0.02, 0.05, 0.03], [-0.02, 0.01, 0.03], [-0.03, -0.01, 0.03], [-0.09, -0.04, 0.05]],
  "multiplicity": 1,
  "largest_force_ev_per_a": 0.88,
  "smiles": "NB(O)[SiH2]c1ccccc1.COCCNCCOC.COCCNCCOC",
  "energy_ev": -42574.93141,
  "total_charge": 0
}

***

[3]
{
  "formula": "C18H40Cl14NO7P2S2",
  "method": "ωB97M-V with the def2-TZVPD basis set",
  "elements": ["Cl", "Cl", "Cl", "Cl", "Cl", "Cl", "Cl", "Cl", "Cl", "Cl", "Cl", "Cl", "Cl", "Cl", "S", "S", "P", "P", "O", "O", "O", "O", "O", "O", "O", "N", "C", "C", "C", "C", "C", "C", "C", "C", "C", "C", "C", "C", "C", "C", "C", "C", "C", "C", "H", "H", "H", "H", "H", "H", "H", "H", "H", "H", "H", "H", "H", "H", "H", "H", "H", "H", "H", "H", "H", "H", "H", "H", "H", "H", "H", "H", "H", "H", "H", "H", "H", "H", "H", "H", "H", "H", "H", "H"],
  "xyz": [[-2.353749, -6.405323, -1.485355], [2.834719, 5.491242, 0.999135], [2.622924, 2.875173, 3.721653], [-4.693638, -1.261087, 0.470435], [4.823603, 7.061452, -1.282291], [4.693185, 5.259170, 5.270763], [-4.124805, -7.730544, 1.770439], [6.994840, 5.843219, 2.866101], [-2.285282, -2.988961, -1.607356], [1.693949, 2.897039, 6.990297], [-3.990712, -11.133941, 1.823100], [-5.131624, -6.513211, -5.815101], [-4.958726, -4.428032, -3.131023], [-7.220944, -3.140738, -0.812201], [0.027185, 0.405581, -1.982945], [2.095135, 1.698931, -3.200842], [-2.161785, 2.982120, -1.639959], [-2.072924, 0.816314, -1.738326], [0.070188, -1.012348, -2.193127], [-2.177281, 3.328460, -0.086985], [2.940733, 0.580223, -2.875691], [0.566501, 0.837918, -0.703277], [-3.344126, 3.480544, -2.334500], [-0.804619, 3.638286, -2.135347], [2.369605, 2.304882, -4.476370], [0.516465, 1.261480, -3.238020], [3.972970, 1.673606, -0.486719], [0.815035, 3.625292, 5.618646], [-6.030679, -3.652587, 0.412882], [4.388075, 7.649028, 0.342335], [-5.629407, -2.514881, 1.317067], [-2.827733, -10.023575, 1.049193], [7.149828, 4.684573, 4.212959], [-0.896605, -4.085419, -1.514276], [2.190240, 4.355611, -2.697160], [-6.378584, -5.346194, -3.673395], [2.306145, 3.009901, -1.964351], [-2.660749, -8.742035, 1.821416], [4.249423, 6.524408, 1.333393], [3.657141, 2.959553, -1.265173], [-1.116564, -5.370719, -2.265416], [-5.998095, -6.679019, -4.264437], [5.818600, 4.074958, 4.567339], [0.962048, 2.820498, 4.354076], [4.714886, 1.086657, -1.016677], [-6.896156, -7.261409, -4.464384], [-6.502395, -2.037276, 1.755229], [-7.008314, -5.502846, -2.798318], [-1.434802, -5.187701, -3.288347], [-2.422185, -8.932857, 2.864306], [-2.641655, 0.548141, -2.995749], [-1.446961, 2.849654, 0.341090], [5.957518, 3.285716, 5.303939], [-1.873924, -10.545418, 1.000048], [4.110587, 6.929277, 2.334697], [3.008636, 4.460351, -3.400455], [5.127541, 5.888478, 1.339666], [-3.173003, -9.830255, 0.037294], [-0.691249, -4.275803, -0.463646], [-5.174634, -4.069323, -0.115381], [1.187732, 4.637435, 5.485686], [7.595878, 5.208790, 5.053685], [-6.496147, -4.439387, 1.004805], [5.337508, 3.648652, 3.690416], [-6.924634, -4.734809, -4.387579], [-0.192383, -5.945425, -2.282807], [4.361078, 1.922497, 0.500287], [5.184493, 8.318493, 0.664956], [7.832242, 3.901508, 3.887819], [1.473548, 2.973169, -1.274269], [0.314873, 3.233357, 3.582098], [3.627278, 3.772381, -0.539959], [-1.857506, -8.155161, 1.378440], [0.696369, 1.778469, 4.509988], [-0.052521, -3.542633, -1.940469], [1.246249, 4.472375, -3.209741], [-0.234931, 3.671273, 5.902054], [-0.614969, 3.288333, -3.026019], [2.319138, 5.130913, -1.944615], [4.436657, 3.219875, -1.978650], [3.099857, 1.043498, -0.369653], [-5.359546, -7.239549, -3.586397], [-5.000397, -2.899099, 2.118749], [3.466341, 8.218812, 0.256277]],
  "forces_ev_per_angstrom": [[-0.01, -0.10, 0.07], [-0.14, 0.25, 0.17], [0.00, -0.15, -0.07], [-0.03, 0.02, 0.00], [-0.02, -0.01, -0.02], [0.06, 0.16, 0.07], [-0.07, 0.02, 0.02], [0.42, 0.02, 0.20], [-0.27, -0.12, 0.10], [0.02, 0.01, 0.02], [-0.02, -0.01, 0.00], [0.02, -0.01, -0.01], [0.07, -0.01, -0.09], [-0.15, 0.01, 0.04], [0.06, 0.27, -0.29], [-0.12, -0.46, -0.68], [-0.34, 0.23, -0.78], [-0.26, -0.62, 0.71], [0.02, -0.69, -0.34], [0.59, -0.28, 0.27], [0.09, -0.24, 0.49], [-0.05, 0.43, 0.24], [-0.68, 0.11, -0.09], [-0.02, -0.08, 0.05], [-0.16, 0.34, -0.39], [0.31, 0.30, 0.74], [0.24, 0.15, -0.18], [-0.10, 0.08, -0.03], [0.14, -0.11, 0.01], [0.00, 0.08, 0.04], [0.01, 0.03, 0.06], [0.08, 0.00, -0.07], [0.03, -0.07, 0.05], [0.22, 0.16, -0.01], [0.42, -0.20, 0.41], [-0.05, 0.06, 0.05], [-0.04, 0.74, -0.70], [0.13, 0.08, 0.00], [-0.15, -0.02, 0.02], [-0.26, -0.28, 0.55], [0.12, 0.04, -0.09], [-0.09, -0.09, 0.06], [-0.05, -0.15, -0.02], [-0.06, -0.02, -0.04], [0.07, -0.18, 0.01], [-0.01, 0.02, -0.03], [-0.02, 0.01, -0.02], [0.01, -0.02, 0.01], [-0.12, 0.01, 0.03], [-0.06, -0.02, 0.02], [0.29, 0.38, -0.26], [-0.10, 0.18, 0.14], [0.01, 0.02, 0.03], [0.01, 0.00, 0.04], [0.03, 0.02, 0.01], [-0.01, 0.00, -0.25], [-0.19, 0.00, -0.17], [-0.06, 0.01, 0.01], [-0.04, 0.00, 0.02], [0.01, 0.08, -0.06], [0.08, -0.01, 0.01], [-0.06, 0.06, 0.01], [-0.04, 0.02, 0.00], [-0.01, 0.03, -0.02], [0.03, 0.00, -0.04], [-0.01, -0.02, 0.04], [0.08, -0.01, 0.13], [0.03, -0.03, 0.01], [-0.03, -0.01, -0.06], [0.02, -0.49, 0.27], [0.01, 0.05, 0.00], [0.06, 0.04, -0.26], [-0.02, 0.00, -0.06], [0.05, -0.02, 0.02], [-0.02, 0.02, -0.04], [-0.09, 0.14, -0.11], [0.00, -0.04, 0.01], [0.39, -0.10, 0.13], [-0.23, 0.21, 0.05], [0.14, -0.15, -0.13], [-0.17, -0.02, 0.07], [0.07, 0.04, -0.02], [0.03, -0.03, -0.03], [-0.03, -0.04, -0.05]],
  "multiplicity": 1,
  "largest_force_ev_per_a": 1.01,
  "energy_ev": -250705.20067,
  "total_charge": -1
}